An isolated molecule of C6H8N2OS3. Source: OMol25; level of theory: wB97M-V/def2-TZVPD.

**Frontier orbital gap (alpha / beta)**: 0.276 / 0.276 Ha
**HOMO (alpha / beta)**: -0.2922 / -0.2922 hartree

Geometry as ORCA input:
```
! RIJCOSX wB97M-V def2-TZVPD def2/J DEFGRID3
* xyz 0 1
C 0.649 -1.580 1.461
C 0.648 1.172 -0.224
C 0.082 0.225 -0.899
C 0.371 -1.706 0.170
C 0.945 -0.319 1.991
C 1.278 0.846 1.203
N -2.420 1.577 -2.666
N -0.643 0.046 -2.027
O 1.763 1.210 3.860
S 0.130 -2.990 -0.946
S 1.083 -0.087 3.587
S -2.411 -0.031 -2.213
H 0.370 -2.381 2.239
H 0.734 2.199 -0.389
H 2.457 0.847 1.062
H 1.075 1.674 1.863
H -3.139 1.816 -3.324
H -2.140 2.315 -2.088
H -0.418 -0.870 -2.381
H -0.412 -3.963 -0.279
*
```